# 1
Below is C6H10 in the gas phase, with properties calculated with ωB97M-V with the def2-TZVPD basis set.

Structure (XYZ):
```
16
Properties=species:S:1:pos:R:3:forces:R:3:mulliken_charge:R:1
C 1.480272 -1.131825 -0.925659 -1.25 -1.43 -2.17 -0.297
C 1.795450 -2.414810 -1.235088 0.97 1.62 0.52 -0.772
C 0.685396 -0.653257 0.239391 1.51 2.43 0.76 -0.182
C -0.241488 0.544207 -0.017791 0.32 -1.15 2.04 -0.283
C -1.059114 0.889226 1.006844 0.53 0.65 -4.41 -0.287
C -1.941585 2.124114 0.743959 -1.15 -0.37 -0.13 -0.951
H 1.538275 -0.415190 -1.787015 0.81 -0.21 1.16 0.223
H 1.471639 -3.206661 -0.568672 0.36 -0.17 -0.04 0.284
H 2.590944 -2.590896 -1.999927 -1.30 -0.16 0.37 0.253
H 1.518097 -0.290397 0.998981 -1.78 -0.81 -1.06 0.163
H -0.056552 -1.252301 0.710190 0.45 -1.82 0.48 0.400
H -0.230780 0.921731 -1.014854 -0.05 0.98 -0.37 0.295
H -1.065760 0.132844 1.778603 -0.49 0.77 0.84 0.352
H -1.462801 2.887560 0.042005 -0.44 -1.32 0.97 0.267
H -2.001919 2.572406 1.735399 -0.72 0.59 -0.20 0.319
H -3.020074 1.883251 0.293634 2.24 0.41 1.26 0.216
```
Positions in Å, forces in eV/Å.

Output
* multiplicity: 1
* frontier orbital gap: 10.1 eV
* LUMO energy: 1.207 eV
* relative energy (zero: lowest compared OMol25 entry of this formula, charge and spin): 245.5 kJ/mol

=====

# 2
Below is C39H67N3O56S14 as an isolated structure, with properties calculated with ωB97M-V with the def2-TZVPD basis set.

Structure (XYZ):
```
179
Properties=species:S:1:pos:R:3:forces:R:3:mulliken_charge:R:1
C -2.051932 -2.729431 1.126477 0.98 -0.37 -0.02 -0.235
C -1.817349 -4.080098 0.379855 -1.76 0.02 0.84 0.642
O -2.676903 -4.926710 0.462195 0.89 0.30 -0.53 -0.576
O -0.687714 -4.279158 -0.386487 -0.38 0.36 0.96 -0.359
C 0.515261 -4.272268 0.408309 1.05 -0.30 -0.19 -0.088
C 1.703833 -3.666253 -0.414268 0.09 0.11 0.19 -0.913
C 2.348610 -2.434689 0.333853 -1.19 -0.06 -0.02 -0.806
C 1.794643 -1.091645 -0.245698 0.66 0.20 -0.47 -0.564
C 2.822505 -0.307987 -1.153608 -1.36 0.33 -0.56 -1.088
C 1.947147 0.601323 -2.064365 0.90 0.13 1.25 0.490
C 1.357787 1.733998 -1.513330 -0.37 -0.65 -2.33 -1.073
C 0.494136 2.564261 -2.373568 0.05 -0.07 0.11 -0.502
C 0.223302 2.264564 -3.702167 1.00 -0.91 1.11 -0.257
O -0.623188 3.031470 -4.505472 1.20 0.15 0.65 -0.277
N -1.919968 3.198686 -3.965649 -1.12 -0.74 -0.24 0.166
O -2.350326 2.226213 -3.480787 0.22 0.63 0.14 -0.250
C 0.870153 1.094820 -4.238505 0.70 -2.07 -1.33 0.640
N 0.781340 0.571319 -5.496715 0.22 0.07 0.85 -0.670
S 1.673551 -0.780695 -5.545176 -0.07 0.30 0.29 0.241
N 2.277924 -0.874485 -4.017254 -1.43 1.45 -1.32 -0.603
C 1.741532 0.217191 -3.451648 -0.44 1.81 2.34 0.875
H -2.759079 -2.083467 0.566234 0.56 -0.49 0.11 0.385
H -1.065109 -2.235068 1.225333 -0.78 0.19 0.05 0.108
H -2.493083 -2.906935 2.140697 0.47 -0.05 -0.94 -0.175
H 0.363389 -3.710966 1.354939 0.02 -0.28 -0.59 0.271
H 0.753123 -5.328191 0.681657 -0.31 0.63 -0.16 0.170
H 2.493462 -4.416824 -0.634554 -0.64 0.22 0.32 0.401
H 1.278381 -3.387120 -1.405077 0.39 0.02 0.65 0.369
H 1.991370 -2.489220 1.389089 0.61 -0.04 -0.57 0.339
H 3.454617 -2.494994 0.341570 -0.61 0.21 -0.11 0.511
H 1.431721 -0.402412 0.549339 0.30 -0.46 -0.45 0.376
H 0.923359 -1.287673 -0.913122 0.44 -0.09 0.65 0.386
H 3.367727 -0.986869 -1.838115 -0.10 0.22 0.68 0.440
H 3.513914 0.317610 -0.554335 -0.28 -0.49 -0.34 0.374
H 1.548272 1.962036 -0.456982 -0.24 0.17 -0.63 0.625
H 0.021504 3.461491 -1.939959 0.26 -0.51 -0.21 0.612
C 2.134680 -1.727079 -11.217460 -0.42 0.26 -0.23 -0.386
C 2.354685 -0.733521 -10.094139 0.53 0.09 -0.06 -0.376
O 1.734808 -1.328549 -8.952064 -0.38 -0.41 -0.32 -0.225
S 1.866907 -2.938052 -9.054993 0.37 0.50 -0.28 1.045
O 2.979756 -3.349729 -8.276204 -0.89 1.81 -1.72 -0.401
O 0.576302 -3.502261 -8.901851 0.07 -0.02 0.23 -0.591
O 2.283613 -3.012752 -10.612951 0.15 0.15 0.42 -0.315
H 1.120541 -1.653580 -11.617714 0.03 0.05 -0.01 0.291
H 2.852282 -1.602509 -12.026043 0.07 -0.21 0.09 0.319
H 1.914073 0.238164 -10.306263 -0.16 -0.08 0.20 0.314
H 3.418783 -0.609862 -9.876148 -0.01 0.03 -0.07 0.294
C 5.875971 -6.868772 -5.547155 0.46 -0.18 -0.13 -0.350
C 6.255874 -5.401376 -5.519563 -0.22 0.11 0.52 -0.346
O 5.838531 -4.892662 -6.789656 -0.02 -0.53 -0.35 -0.330
S 4.518821 -5.683783 -7.273824 0.05 -0.01 0.77 1.230
O 3.384474 -4.909963 -6.948503 0.53 -2.14 1.37 -0.473
O 4.752424 -6.179137 -8.585742 0.02 0.13 -0.11 -0.543
O 4.621734 -6.915079 -6.229825 0.06 0.43 -0.10 -0.323
H 6.599531 -7.454218 -6.120602 0.04 0.02 0.06 0.265
H 5.780746 -7.290456 -4.548600 -0.22 0.00 -0.08 0.314
H 7.323921 -5.251060 -5.378338 -0.03 0.08 -0.26 0.314
H 5.707561 -4.863259 -4.742256 0.04 -0.05 0.02 0.292
C -6.305773 -3.060496 3.770125 0.18 -0.38 -0.47 -0.308
C -5.992533 -3.996793 4.918477 -0.50 0.03 0.33 -0.409
O -4.779687 -3.497101 5.478515 -3.20 2.48 1.55 -0.206
S -4.744149 -1.896568 5.316844 -0.61 -0.83 -0.02 1.120
O -5.179558 -1.308089 6.535488 0.26 0.35 -0.11 -0.664
O -3.524082 -1.529810 4.691089 0.05 0.25 0.31 -0.390
O -5.934425 -1.762793 4.240062 0.11 -0.02 0.49 -0.313
H -5.698492 -3.293307 2.892038 -0.02 -0.05 0.03 0.230
H -7.358893 -3.078804 3.496436 0.02 0.24 0.10 0.352
H -5.866001 -5.027940 4.592806 0.31 0.07 0.04 0.305
H -6.767486 -3.951362 5.689035 -0.06 -0.06 -0.08 0.320
C -2.198795 1.540753 6.247950 -0.01 -0.59 -0.15 -0.146
C -1.137446 1.171165 7.267037 -0.32 0.30 0.31 -0.436
O 0.107398 1.475717 6.633688 -2.36 1.63 -3.13 -0.114
S -0.107271 2.738701 5.656566 -1.13 -0.98 0.67 0.970
O 0.314581 3.913683 6.342030 0.21 0.14 -0.42 -0.639
O 0.384310 2.393852 4.365495 0.36 0.37 0.04 -0.535
O -1.717338 2.733721 5.618553 3.18 -0.74 1.17 -0.084
H -2.298164 0.766589 5.483138 -0.05 -0.02 0.07 0.164
H -3.167796 1.720332 6.708118 0.06 0.23 -0.11 0.327
H -1.177635 0.120617 7.546068 0.22 0.00 -0.15 0.376
H -1.218821 1.789229 8.165708 -0.03 -0.05 0.01 0.287
C 1.628415 5.344902 1.713856 0.29 -0.17 0.59 -0.329
C 2.443262 6.602973 1.495476 -0.49 0.32 0.01 -0.200
O 3.323399 6.283921 0.408510 -0.08 -0.50 -0.11 -0.323
S 2.583885 5.256148 -0.587901 -0.24 0.21 0.78 1.118
O 2.027548 6.000133 -1.667077 0.10 -0.24 -0.07 -0.583
O 3.430168 4.138080 -0.784694 0.09 0.13 -0.34 -0.530
O 1.385727 4.830331 0.397792 0.23 0.43 -0.51 -0.228
H 2.193440 4.596863 2.273766 -0.05 0.03 0.03 0.271
H 0.688881 5.543377 2.224835 -0.08 -0.11 -0.23 0.312
H 3.010544 6.889958 2.377592 0.20 -0.09 -0.17 0.335
H 1.809078 7.437656 1.184281 -0.02 -0.01 0.08 0.147
C 3.827335 -1.049008 9.643071 0.46 -0.23 -0.09 -0.363
C 4.283947 0.385761 9.464099 -0.23 0.19 0.47 -0.342
O 3.891512 0.730989 8.134132 -0.05 -0.54 -0.22 -0.319
S 2.530791 -0.052131 7.759677 0.25 0.09 0.65 1.143
O 1.433317 0.820214 7.970409 2.47 -1.59 2.25 -0.494
O 2.732223 -0.736688 6.535334 -0.10 0.17 -0.07 -0.565
O 2.571044 -1.126571 8.968605 0.01 0.42 -0.10 -0.314
H 4.517316 -1.746779 9.161847 0.03 0.03 0.04 0.294
H 3.712855 -1.318969 10.691120 -0.23 0.00 -0.08 0.310
H 5.358770 0.498751 9.587852 -0.02 0.05 -0.26 0.312
H 3.766410 1.056101 10.155181 0.04 -0.05 0.04 0.270
C -6.049682 5.130164 3.245522 -0.17 0.05 -0.28 -0.179
C -6.588033 4.038800 4.145383 -0.08 0.37 0.52 -0.392
O -5.674250 2.948475 3.982093 0.37 0.11 -0.51 -0.254
S -4.194804 3.530673 3.710454 -0.81 0.47 0.22 1.136
O -3.472717 3.534567 4.934893 -2.37 1.01 -1.33 -0.549
O -3.685030 2.923174 2.533437 0.17 -0.15 0.18 -0.575
O -4.621553 5.045644 3.369992 0.17 -0.40 0.45 -0.311
H -6.308083 4.951813 2.209451 0.10 0.03 0.07 0.179
H -6.398919 6.118235 3.540385 0.25 0.01 0.08 0.328
H -7.596131 3.739202 3.876252 0.16 -0.21 -0.11 0.320
H -6.567438 4.343489 5.195479 0.00 0.03 -0.03 0.288
C 1.153058 9.527625 -1.668734 0.05 -0.26 -0.64 0.017
C 2.200223 10.615201 -1.769601 0.39 -0.28 0.39 -0.386
O 1.473255 11.835945 -1.583716 -0.64 -0.13 -0.01 -0.348
S 0.242900 11.571949 -0.580495 0.63 -0.50 -0.31 1.125
O 0.626679 11.971810 0.724470 -0.35 0.09 0.04 -0.566
O -0.946184 12.040855 -1.200796 -0.05 0.24 0.17 -0.489
O 0.257178 9.964971 -0.640336 0.22 0.56 0.24 -0.277
H 0.586557 9.437722 -2.598183 0.04 -0.03 0.01 0.267
H 1.584006 8.560972 -1.413747 -0.16 0.02 0.15 0.016
H 2.712295 10.612871 -2.728788 -0.16 0.24 -0.03 0.324
H 2.936499 10.533757 -0.966091 0.01 -0.03 -0.05 0.315
C -8.061717 4.786469 -1.654105 0.57 0.15 -0.12 -0.329
C -7.853484 3.287725 -1.720169 -0.38 -0.09 -0.46 -0.336
O -7.851672 2.861612 -0.353538 0.05 0.54 0.37 -0.283
S -8.838209 3.803535 0.496945 0.13 -0.05 -0.81 0.957
O -10.089128 3.150886 0.626220 -0.01 0.17 0.33 -0.569
O -8.118995 4.302646 1.618638 -0.64 -0.33 -0.20 -0.416
O -8.992837 4.983694 -0.584267 -0.11 -0.52 0.20 -0.320
H -7.134549 5.305034 -1.399375 -0.01 -0.02 -0.04 0.279
H -8.457928 5.190937 -2.582957 -0.21 0.04 0.17 0.315
H -6.919833 3.017842 -2.208252 0.07 -0.08 0.28 0.328
H -8.684791 2.792771 -2.228155 0.03 0.04 -0.03 0.282
C 7.740722 -6.596556 -10.897646 -0.40 0.02 -0.41 -0.304
C 7.264869 -7.830216 -10.162568 -0.19 0.25 0.52 -0.139
O 8.231024 -8.839645 -10.476394 0.36 0.27 -0.45 -0.332
S 9.674507 -8.150047 -10.662288 -0.57 0.21 0.07 1.078
O 10.395835 -8.279530 -9.446625 0.21 0.02 -0.16 -0.535
O 10.207884 -8.557293 -11.910756 0.15 -0.15 0.14 -0.525
O 9.167816 -6.625586 -10.784350 0.09 -0.44 0.34 -0.328
H 7.481600 -6.641603 -11.958107 -0.03 -0.01 0.03 0.297
H 7.341685 -5.680624 -10.466952 0.22 0.00 0.08 0.285
H 6.270520 -8.141454 -10.472658 0.13 -0.18 -0.06 0.333
H 7.275208 -7.674875 -9.081415 -0.08 0.05 -0.04 0.156
C -1.372568 -6.962021 4.195842 -0.12 -0.10 -0.44 -0.261
C -0.242508 -5.983500 3.954082 0.32 -0.24 0.40 -0.190
O -0.853344 -4.691510 4.038437 -0.46 -0.08 0.02 -0.273
S -2.069073 -4.745913 5.103966 0.59 -0.65 -0.76 1.235
O -1.589935 -4.257244 6.347586 -0.39 0.15 0.06 -0.672
O -3.235860 -4.237929 4.479494 3.41 -1.67 -1.70 -0.440
O -2.188361 -6.347643 5.206318 0.29 0.59 0.16 -0.399
H -1.982239 -7.092804 3.298169 0.05 0.01 -0.01 0.257
H -1.013228 -7.929067 4.531847 -0.35 0.42 0.21 0.333
H 0.229004 -6.123199 2.984019 -0.12 0.21 -0.03 0.208
H 0.515701 -6.051862 4.738708 0.02 -0.05 -0.06 0.256
C 2.291397 -11.939943 4.083584 0.56 -0.10 0.18 -0.362
C 1.722398 -11.653737 5.457423 -0.41 -0.48 0.01 -0.324
O 1.534513 -10.234949 5.483586 0.25 0.24 -0.51 -0.297
S 1.166482 -9.720520 4.005024 0.35 -0.85 0.21 1.181
O -0.246527 -9.588729 3.911174 0.37 -0.23 -0.30 -0.611
O 2.048480 -8.664681 3.663095 -0.30 0.24 0.06 -0.567
O 1.601521 -11.045372 3.204545 -0.41 0.28 0.34 -0.310
H 3.357814 -11.707547 4.038590 -0.02 -0.03 0.02 0.297
H 2.133529 -12.971867 3.777497 -0.16 0.13 -0.17 0.312
H 2.387482 -11.968201 6.258234 0.02 0.29 0.03 0.311
H 0.746461 -12.127167 5.589482 0.05 -0.04 0.00 0.283
C -4.175087 12.869918 -1.380592 0.26 0.52 -0.07 -0.231
C -3.779546 12.598047 0.054602 0.36 -0.48 -0.11 -0.212
O -4.998992 12.721047 0.797548 -0.42 0.23 -0.41 -0.340
S -6.230645 12.241002 -0.120781 0.64 0.12 -0.09 1.064
O -6.536928 10.893074 0.202182 -0.27 0.06 -0.09 -0.514
O -7.212146 13.264198 -0.124001 -0.13 -0.16 0.16 -0.533
O -5.459687 12.255130 -1.534380 -0.08 -0.26 0.49 -0.333
H -4.285062 13.941132 -1.565949 0.03 -0.02 0.02 0.277
H -3.464672 12.451880 -2.089627 -0.18 -0.15 0.00 0.260
H -3.033261 13.298866 0.419695 -0.20 0.05 0.14 0.315
H -3.409214 11.577835 0.176208 0.06 0.05 -0.04 0.267
```
Positions in Å, forces in eV/Å.

Output
* multiplicity: 1
* frontier orbital gap: 8.0 eV
* LUMO energy: -0.430 eV

=====

# 3
Below is C9H17BrOS in the gas phase, with properties calculated with ωB97M-V with the def2-TZVPD basis set.

Structure (XYZ):
```
29
Properties=species:S:1:pos:R:3:forces:R:3:lowdin_spin:R:1
C -3.682590 1.079947 -0.547953 0.02 -0.04 -0.24 0.009
C -2.390393 0.730959 -1.274727 0.25 0.28 0.22 0.025
C -3.264168 1.823408 0.709795 0.16 -0.65 0.20 0.072
C -1.485979 0.084288 -0.240476 1.46 3.80 -1.49 0.335
C 2.758343 0.587949 0.444269 -0.27 -0.25 -0.06 0.001
C 2.367186 -1.561515 1.677826 -0.17 0.19 -0.33 0.000
C 2.484986 -1.569764 -0.827989 -0.26 0.19 0.22 0.000
C -0.012898 0.041176 -0.596044 -0.24 0.31 -0.05 0.027
C 2.049715 -0.771242 0.406083 0.38 -0.10 0.11 0.000
O 0.629624 -0.616880 0.456642 0.28 0.06 0.24 0.005
S -1.733600 1.003815 1.305323 -0.50 0.11 0.12 0.753
Br -2.049539 -1.817216 0.003308 -1.65 -4.20 0.97 0.710
H -4.339284 1.693923 -1.164050 -0.05 0.03 0.03 0.000
H -4.210464 0.161689 -0.283761 0.03 0.04 0.00 0.000
H -2.561421 0.065129 -2.121251 0.09 -0.05 0.07 0.003
H -1.907697 1.643630 -1.637569 -0.10 0.16 -0.29 0.013
H -3.017804 2.864819 0.500864 0.17 0.03 0.09 0.023
H -4.006673 1.778935 1.502863 0.02 0.11 0.10 0.009
H 2.652680 1.119209 -0.499786 0.01 0.08 -0.06 0.001
H 2.340069 1.198045 1.241739 -0.01 0.08 0.10 0.000
H 3.817866 0.440918 0.634164 0.14 0.02 0.00 0.000
H 1.840637 -2.511496 1.657730 -0.05 -0.12 0.01 0.000
H 2.030785 -1.003014 2.546733 -0.01 0.06 0.13 0.000
H 3.434819 -1.743571 1.757566 0.14 -0.02 0.03 0.000
H 1.890753 -2.477156 -0.909866 -0.04 -0.10 -0.01 0.000
H 2.368994 -0.987339 -1.740304 0.01 0.02 -0.10 0.000
H 3.531688 -1.844721 -0.732132 0.13 -0.02 -0.02 0.000
H 0.348923 1.074466 -0.715416 0.18 -0.07 -0.10 0.009
H 0.115432 -0.488398 -1.553592 -0.14 0.07 0.12 0.004
```
Positions in Å, forces in eV/Å.

Output
* ⟨S²⟩: 2.008
* multiplicity: 3
* frontier orbital gap (alpha / beta): 4.5 / 6.0 eV
* LUMO energy (alpha / beta): 0.548 / -3.088 eV

=====

no.,F_max (hartree/bohr),calculated total energy (eV)
1,0.0872,-6381.3146
2,0.0843,-312333.1525
3,0.0898,-92529.6216